(1)
{
  "formula": "C40H44BrF7INO21S2",
  "method": "the ωB97M-V functional and the def2-TZVPD basis",
  "homo_lumo_gap_ev": 8.60,
  "smiles": "CCOCCOCCOCc1cc2c(c(C(F)(F)F)c1CC(=O)Br)Sc1c(cc(I)cc1S(=O)(=O)C(F)(F)F)N2CCF.O=C1OCCO1.O=C1OCCO1.O=C1OCCO1.O=C1OCCO1.O=C1OCCO1",
  "e_lumo_ev": -0.449,
  "multiplicity": 1,
  "elements": ["C", "C", "O", "C", "C", "O", "C", "C", "O", "C", "C", "C", "C", "C", "C", "C", "F", "F", "F", "C", "C", "C", "O", "Br", "S", "C", "C", "C", "C", "I", "C", "C", "S", "O", "O", "C", "F", "F", "F", "N", "C", "C", "F", "H", "H", "H", "H", "H", "H", "H", "H", "H", "H", "H", "H", "H", "H", "H", "H", "H", "H", "H", "H", "H", "H", "H", "H", "C", "C", "O", "C", "O", "O", "H", "H", "H", "H", "C", "C", "O", "C", "O", "O", "H", "H", "H", "H", "C", "C", "O", "C", "O", "O", "H", "H", "H", "H", "C", "C", "O", "C", "O", "O", "H", "H", "H", "H", "C", "C", "O", "C", "O", "O", "H", "H", "H", "H"],
  "positions_angstrom": [[1.729161, 0.012340, -4.040960], [2.377715, -1.191118, -4.722229], [1.631529, -2.380142, -4.531373], [1.940518, -3.079444, -3.343752], [0.653820, -3.587805, -2.722122], [0.909092, -3.875132, -1.363424], [-0.105112, -4.656904, -0.756963], [0.439113, -5.187779, 0.560859], [-0.545413, -5.169508, 1.588319], [-0.158014, -4.406832, 2.721567], [-0.278812, -2.933569, 2.429756], [0.881808, -2.208182, 2.223927], [0.834979, -0.878994, 1.845329], [-0.392031, -0.242624, 1.734319], [-1.581810, -0.942689, 1.990513], [-2.861477, -0.134724, 1.877934], [-2.983657, 0.417527, 0.649672], [-2.869423, 0.881580, 2.767862], [-3.984424, -0.836812, 2.104201], [-1.530593, -2.309573, 2.306701], [-2.752488, -3.163848, 2.529075], [-3.503162, -3.703846, 1.327606], [-4.251375, -4.620137, 1.395445], [-3.232546, -2.843739, -0.399667], [-0.382281, 1.440408, 1.177034], [1.097640, 1.989934, 1.950335], [2.162164, 1.090237, 2.055738], [3.348175, 1.475237, 2.662949], [3.494754, 2.762526, 3.157762], [5.296095, 3.317619, 4.028124], [2.454751, 3.672924, 3.066614], [1.261314, 3.280353, 2.469093], [0.039108, 4.580448, 2.487188], [0.769586, 5.815817, 2.515640], [-0.987238, 4.329583, 3.450551], [-0.803130, 4.656982, 0.810726], [0.024041, 4.249569, -0.154926], [-1.933598, 3.961172, 0.772223], [-1.092296, 5.949404, 0.628573], [2.064042, -0.228953, 1.545897], [2.498255, -0.384570, 0.143952], [3.882278, -1.065358, 0.032844], [4.315168, -1.545634, 1.261972], [1.924771, 0.921985, -4.606092], [0.650205, -0.135671, -4.044325], [2.084832, 0.141370, -3.018653], [2.442637, -1.017013, -5.794969], [3.402738, -1.324710, -4.360625], [2.463586, -2.442273, -2.626627], [2.600485, -3.920172, -3.580806], [0.298156, -4.474245, -3.254008], [-0.108135, -2.805808, -2.824194], [-0.405298, -5.490124, -1.390989], [-0.992622, -4.052496, -0.543117], [0.789831, -6.216127, 0.437332], [1.309671, -4.579235, 0.810919], [-0.771044, -4.714954, 3.565899], [0.881904, -4.627888, 2.979050], [1.854115, -2.675327, 2.310351], [-3.501989, -2.638067, 3.115500], [-2.512174, -4.060950, 3.090243], [4.150858, 0.755442, 2.739354], [2.567854, 4.676727, 3.445114], [2.519401, 0.584264, -0.353946], [1.774094, -1.027186, -0.356466], [4.641670, -0.383891, -0.350636], [3.824002, -1.922020, -0.637772], [-2.112799, 8.862739, -0.256414], [-2.676050, 10.030616, 0.532661], [-1.795974, 11.097063, 0.154107], [-1.238257, 10.793199, -1.042325], [-0.582743, 11.548257, -1.682974], [-1.518109, 9.519330, -1.384776], [-2.865977, 8.155066, -0.590423], [-1.333073, 8.333261, 0.289234], [-3.690333, 10.293011, 0.229049], [-2.647463, 9.884001, 1.608657], [-2.370176, -9.758963, -0.108012], [-2.767976, -8.382035, 0.389310], [-1.736431, -7.557891, -0.174772], [-1.228874, -8.185816, -1.260500], [-0.481713, -7.675885, -2.034061], [-1.679478, -9.452762, -1.330199], [-3.212906, -10.412058, -0.313260], [-1.678293, -10.260482, 0.570122], [-3.729791, -8.052884, -0.005421], [-2.768876, -8.294999, 1.471824], [2.026734, 12.667462, 0.600565], [0.891466, 12.356626, 1.556628], [1.581590, 12.187322, 2.800399], [2.757759, 12.855504, 2.734891], [3.480107, 13.046035, 3.656285], [2.991161, 13.274705, 1.469472], [1.751355, 13.352226, -0.195464], [2.463305, 11.766851, 0.166276], [0.189568, 13.186167, 1.652255], [0.347533, 11.455445, 1.300430], [-1.879936, 1.599402, -6.466289], [-2.269962, 0.617588, -7.556971], [-1.047195, 0.476200, -8.286906], [-0.017891, 0.792254, -7.468693], [1.128759, 0.616300, -7.714970], [-0.481061, 1.340282, -6.320125], [-2.391009, 1.429792, -5.522655], [-2.013682, 2.638539, -6.771027], [-2.552148, -0.357537, -7.157017], [-3.055366, 0.981157, -8.213368], [0.735660, -8.321235, 3.696109], [-0.115996, -8.372952, 2.442497], [-1.075085, -9.386921, 2.773949], [-1.172180, -9.462880, 4.125604], [-1.998445, -10.079596, 4.708424], [-0.193316, -8.729755, 4.705845], [1.119097, -7.329572, 3.921309], [1.563420, -9.031783, 3.672235], [-0.640436, -7.434941, 2.253144], [0.436671, -8.659968, 1.550977]],
  "forces_ev_per_a": [[0.02, -0.17, -0.17], [0.12, 0.28, -0.07], [0.05, -0.08, 0.01], [-0.02, -0.13, -0.18], [-0.01, 0.25, -0.05], [0.15, -0.23, -0.03], [-0.24, 0.03, 0.31], [0.20, -0.09, -0.39], [-0.10, -0.13, 0.37], [0.24, 0.08, -0.28], [0.01, 0.21, 0.08], [-0.17, -0.02, -0.05], [0.13, -0.21, 0.08], [0.04, 0.03, 0.04], [0.14, -0.09, -0.02], [-0.12, 0.22, 0.14], [-0.01, -0.12, 0.25], [-0.02, -0.29, -0.19], [0.10, 0.16, -0.14], [-0.06, 0.06, -0.07], [-0.12, 0.22, 0.02], [-0.27, -0.57, 0.04], [0.22, 0.30, -0.03], [-0.15, 0.22, 0.00], [-0.08, 0.05, -0.11], [0.07, -0.04, 0.29], [0.16, 0.18, 0.14], [0.02, 0.13, 0.05], [-0.09, -0.12, -0.06], [0.06, 0.06, 0.06], [0.16, -0.13, -0.14], [0.02, -0.10, -0.23], [-0.04, 0.42, 0.35], [-0.05, -0.18, -0.01], [0.01, -0.27, -0.23], [-0.05, 0.05, 0.08], [-0.20, 0.05, 0.13], [0.31, 0.22, -0.07], [-0.04, -0.33, -0.16], [-0.52, 0.40, -0.37], [0.20, -0.48, 0.33], [0.06, -0.02, -0.09], [-0.01, 0.05, -0.06], [0.12, 0.07, 0.06], [-0.05, 0.05, 0.09], [-0.12, 0.03, 0.09], [-0.15, -0.09, -0.05], [0.05, -0.07, -0.03], [-0.07, 0.13, 0.10], [0.07, 0.00, 0.07], [-0.03, -0.08, 0.04], [-0.05, 0.00, 0.06], [0.07, 0.08, -0.21], [0.23, -0.03, -0.07], [-0.05, -0.04, 0.05], [-0.02, 0.09, 0.18], [-0.07, -0.08, -0.02], [0.03, -0.01, 0.07], [0.05, -0.01, 0.05], [-0.04, -0.04, 0.03], [0.05, 0.01, 0.03], [0.00, -0.08, -0.02], [-0.04, 0.06, -0.04], [-0.05, 0.03, -0.08], [-0.10, 0.11, -0.07], [0.04, 0.07, 0.13], [-0.01, -0.03, -0.05], [-0.02, 0.00, 0.10], [-0.09, -0.07, -0.02], [-0.11, -0.03, 0.07], [0.02, -0.02, 0.04], [0.08, 0.04, -0.02], [-0.04, -0.05, -0.02], [0.01, 0.04, -0.12], [0.02, 0.03, 0.01], [0.00, -0.01, -0.03], [0.11, 0.09, 0.01], [-0.03, -0.06, 0.13], [-0.16, -0.05, -0.01], [-0.02, 0.05, 0.02], [-0.08, -0.01, 0.05], [0.06, -0.12, -0.06], [0.02, 0.00, -0.04], [0.00, 0.03, -0.13], [-0.05, 0.04, -0.03], [0.01, 0.01, -0.03], [0.07, 0.05, -0.07], [-0.07, -0.03, -0.06], [0.02, 0.05, -0.11], [-0.04, -0.01, -0.01], [-0.03, 0.00, -0.06], [0.05, 0.01, 0.06], [0.01, 0.00, -0.05], [0.05, 0.08, 0.05], [0.00, -0.01, 0.02], [0.00, 0.00, -0.01], [0.03, -0.07, 0.13], [-0.08, 0.00, -0.05], [-0.07, 0.00, 0.05], [-0.04, -0.01, -0.03], [-0.04, -0.01, 0.02], [0.08, -0.02, -0.01], [-0.03, 0.06, 0.09], [0.10, -0.05, 0.05], [0.00, -0.01, -0.03], [0.01, 0.00, 0.02], [0.08, 0.02, -0.09], [0.05, -0.03, -0.08], [0.10, 0.18, -0.04], [0.07, -0.04, 0.04], [0.10, 0.06, 0.04], [-0.08, -0.04, 0.02], [0.01, 0.01, 0.02], [-0.09, 0.01, 0.09], [-0.01, -0.01, 0.00], [0.05, 0.01, 0.00], [-0.04, -0.12, 0.01]]
}


(2)
{
  "formula": "C40H45AsF4N5TeV",
  "method": "the ωB97M-V functional and the def2-TZVPD basis",
  "s2": 2.02,
  "homo_lumo_gap_ev": [5.78, 5.95],
  "e_lumo_ev": [-0.540, -0.537],
  "multiplicity": 3,
  "e_above_lowest_kcal_mol": 11.24,
  "elements": ["V", "C", "C", "N", "C", "C", "C", "C", "N", "C", "C", "F", "C", "F", "C", "C", "F", "C", "F", "H", "H", "H", "H", "H", "H", "H", "H", "H", "H", "H", "H", "H", "H", "H", "N", "C", "C", "C", "C", "C", "C", "C", "C", "C", "C", "C", "C", "N", "C", "C", "C", "C", "N", "H", "H", "H", "H", "H", "H", "H", "H", "H", "H", "C", "As", "C", "C", "H", "H", "H", "H", "H", "H", "H", "H", "H", "C", "C", "C", "C", "C", "C", "Te", "C", "C", "C", "H", "H", "H", "H", "H", "H", "H", "H", "H", "H", "H"],
  "positions_angstrom": [[-0.324240, -0.782084, 0.872519], [0.673115, -1.510317, 5.425105], [0.407521, -2.921972, 4.917937], [0.425118, -3.056125, 3.464288], [0.087742, -4.432645, 3.102362], [-1.415682, -4.692398, 3.103738], [1.707978, -2.602568, 2.941705], [1.857785, -2.725563, 1.417707], [0.643092, -2.339481, 0.746551], [0.177216, -3.078369, -0.266776], [-1.211080, -3.084147, -0.542308], [-2.016846, -2.362128, 0.304412], [-1.773615, -3.755924, -1.602747], [-3.104935, -3.694534, -1.773877], [-0.991131, -4.500234, -2.474786], [0.374218, -4.531243, -2.233004], [1.157572, -5.229057, -3.069410], [0.946862, -3.853918, -1.172881], [2.298746, -3.852715, -1.057348], [1.728653, -1.259261, 5.363579], [0.384875, -1.443839, 6.470059], [0.094991, -0.784017, 4.859995], [-0.581376, -3.232065, 5.255169], [1.145874, -3.603790, 5.377606], [0.592204, -5.142733, 3.780627], [0.444017, -4.635996, 2.093211], [-1.854959, -4.572033, 4.088986], [-1.592616, -5.717413, 2.786426], [-1.921706, -4.011675, 2.423532], [2.555307, -3.141454, 3.411671], [1.792840, -1.537965, 3.193672], [2.131235, -3.757640, 1.175841], [2.695239, -2.077622, 1.114654], [-1.425446, -5.000033, -3.321469], [-8.841912, 4.077879, -0.270866], [-7.767159, 3.684901, -0.203375], [-6.459001, 3.159743, -0.130148], [-5.417710, 3.903981, 0.425119], [-4.159828, 3.346249, 0.548191], [-3.920510, 2.052800, 0.095780], [-4.960620, 1.325007, -0.483407], [-6.221347, 1.865611, -0.599131], [-2.651373, 1.327185, 0.340960], [-1.875633, 0.946357, -0.739604], [-2.144039, 1.265386, -2.124145], [-1.341227, 0.494553, -2.889012], [-0.477174, -0.256654, -1.996407], [-0.860609, 0.023677, -0.703705], [-2.570983, 0.762035, 1.645064], [-3.566809, 0.786258, 2.639535], [-3.205914, -0.167125, 3.593571], [-2.013178, -0.729094, 3.157435], [-1.619374, -0.157747, 2.008337], [-5.608597, 4.909178, 0.770776], [-3.360764, 3.917468, 1.000948], [-4.763496, 0.314672, -0.815101], [-7.026245, 1.289658, -1.032505], [-2.888522, 1.958950, -2.470149], [-1.333724, 0.398848, -3.958848], [-0.280111, -1.301976, -2.213789], [-4.443634, 1.408732, 2.642232], [-3.758476, -0.435921, 4.475764], [-1.451816, -1.559151, 3.555097], [1.171992, 1.626518, 3.324476], [1.274386, 0.875784, 1.510865], [3.238760, 0.685653, 1.492988], [1.056364, 2.573006, 0.554537], [1.713678, 2.578332, 3.341294], [1.629094, 0.947686, 4.046949], [0.128850, 1.794269, 3.600411], [3.691025, 1.679762, 1.545703], [3.582354, 0.177159, 0.591240], [3.564479, 0.110572, 2.364135], [2.012893, 3.097445, 0.483989], [0.336125, 3.196420, 1.089029], [0.676560, 2.409261, -0.453042], [5.015238, 4.308873, -6.095524], [4.288304, 3.400951, -5.149445], [4.951218, 2.604282, -4.231389], [4.268920, 1.733526, -3.391923], [5.039718, 0.915955, -2.401044], [2.878675, 1.651893, -3.470642], [1.934893, 0.157101, -2.184339], [2.192672, 2.468601, -4.366278], [0.701249, 2.425965, -4.466895], [2.905046, 3.326596, -5.190201], [6.065425, 4.400667, -5.831942], [4.565088, 5.300237, -6.096205], [4.950759, 3.914321, -7.110012], [6.028314, 2.654684, -4.159671], [6.109311, 1.091422, -2.488200], [4.845811, -0.146968, -2.551069], [4.725619, 1.176519, -1.388275], [0.243226, 2.551291, -3.485405], [0.393935, 1.460509, -4.867233], [0.332608, 3.208840, -5.124945], [2.368624, 3.954365, -5.887303]],
  "forces_ev_per_a": [[0.62, -0.65, 0.28], [0.02, -0.21, -0.07], [-0.09, 0.16, 0.16], [0.27, 0.05, 0.01], [-0.14, -0.01, -0.12], [0.29, 0.02, 0.07], [0.01, 0.08, -0.19], [0.60, -0.25, 0.62], [1.09, -0.67, 0.38], [-0.82, -1.66, -1.81], [0.16, -0.12, 0.22], [0.35, -0.28, -0.27], [-0.04, -0.15, -0.13], [0.28, 0.01, 0.01], [0.05, 0.34, 0.35], [-0.32, -0.12, -0.13], [-0.02, 0.20, 0.23], [0.30, 0.43, 0.27], [-0.48, -0.08, -0.14], [0.11, 0.11, -0.01], [-0.05, 0.04, 0.13], [-0.04, 0.13, 0.01], [-0.01, -0.07, 0.07], [-0.09, -0.06, -0.04], [0.03, 0.03, -0.12], [0.10, 0.01, 0.02], [-0.07, 0.02, 0.16], [-0.12, -0.08, -0.05], [-0.04, 0.05, -0.10], [-0.04, 0.19, -0.05], [0.11, -0.18, 0.12], [-0.06, 0.25, -0.05], [-0.08, -0.30, 0.03], [-0.04, -0.14, -0.10], [-0.37, 0.19, -0.01], [-0.54, 0.26, -0.08], [0.90, -0.41, 0.03], [-0.23, 0.00, -0.03], [0.11, -0.09, -0.14], [-0.13, 0.04, -0.03], [0.13, 0.12, 0.01], [-0.09, 0.14, 0.02], [0.64, 0.00, -1.50], [-1.59, 1.14, 1.18], [0.32, -0.32, -0.62], [-0.50, 0.37, 0.21], [0.62, -0.23, -0.55], [-0.05, 0.11, -1.38], [-0.78, 0.16, 0.77], [0.52, 0.17, -0.45], [0.38, -0.24, 0.04], [-0.61, -0.39, 1.25], [-1.63, 0.73, 1.02], [-0.03, 0.05, 0.04], [0.05, -0.03, 0.03], [-0.02, -0.05, -0.01], [-0.07, 0.02, 0.00], [-0.13, 0.08, 0.02], [0.03, 0.08, -0.09], [0.13, 0.06, -0.08], [-0.08, 0.02, -0.05], [0.00, -0.05, 0.11], [0.01, 0.05, 0.10], [-0.10, -0.09, -0.01], [1.98, 1.92, 0.65], [-0.09, -0.21, -0.05], [-0.25, 0.08, -0.19], [-0.08, -0.18, -0.06], [-0.08, 0.02, -0.08], [0.06, -0.03, -0.04], [-0.14, -0.10, -0.02], [-0.11, 0.11, 0.03], [-0.13, 0.04, -0.04], [-0.08, -0.15, 0.11], [0.06, -0.10, 0.08], [0.08, -0.09, 0.07], [-0.01, -0.05, 0.00], [-0.04, -0.02, 0.04], [-0.06, 0.08, -0.11], [0.03, -0.08, 0.15], [0.00, -0.02, 0.00], [-0.26, -0.31, 0.32], [0.25, 0.23, -0.47], [-0.21, -0.02, 0.04], [0.09, 0.02, 0.02], [0.11, -0.04, 0.08], [0.09, 0.03, 0.00], [0.03, 0.08, -0.03], [0.05, 0.04, -0.07], [0.16, 0.01, 0.00], [0.06, 0.01, -0.01], [0.06, -0.08, 0.08], [0.06, -0.09, 0.08], [-0.06, -0.06, 0.01], [-0.12, -0.05, 0.00], [-0.06, 0.04, -0.06], [-0.13, 0.07, -0.09]]
}


multiplicity of number 2 (C40H45AsF4N5TeV)?
3


Which of these has the highest multiplicity?
C40H45AsF4N5TeV


Number 1 is which compound?
C40H44BrF7INO21S2


Which value of multiplicity does entry 2 give?
3